#1
Molecular formula: CH4N4O
Method: DFT, ωB97M-V with the def2-TZVPD basis set

Summary:
- Lowest unoccupied orbital energy: 0.70 eV
- Structure (SMILES): [O-][N+]1=NNNC1
- Highest occupied orbital energy: -0.32209 Eh
- Gap between HOMO and LUMO: 9.46 eV

Cartesian coordinates (Å):
1 O -2.21125 0.74042 0.07095
2 N -0.90389 -1.17395 0.00523
3 N -1.18648 0.05372 0.02777
4 N 0.44760 -1.41437 0.17252
5 N 1.09958 -0.10865 0.24598
6 C 0.05860 0.85268 0.15616
7 H 0.93417 -1.81520 -0.60453
8 H -0.02773 1.41254 1.01597
9 H -0.00123 1.45831 -0.68434
10 H 1.79063 -0.00551 -0.40571

The net atomic charges from natural (NBO), expressed in e, are:
1 O -0.45
2 N -0.08
3 N 0.32
4 N -0.28
5 N -0.50
6 C -0.12
7 H 0.36
8 H 0.20
9 H 0.20
10 H 0.36

#2
Molecular formula: CH4N4O
Method: DFT, ωB97M-V with the def2-TZVPD basis set

Summary:
- Lowest unoccupied orbital energy: 0.76 eV
- Structure (SMILES): CN1N=NON1
- Highest occupied orbital energy: -0.30206 Eh
- Gap between HOMO and LUMO: 8.98 eV

Cartesian coordinates (Å):
1 O 2.01005 0.83354 -0.12393
2 N 0.07599 -0.15456 0.20431
3 N 0.62046 1.15001 -0.20986
4 N 0.95255 -1.02556 0.36676
5 N 2.16948 -0.57541 0.08250
6 C -1.36019 -0.30826 0.20909
7 H -1.43277 -1.38039 -0.17763
8 H -1.63324 -0.09872 1.21162
9 H -1.90578 0.36640 -0.38851
10 H 0.50344 1.19295 -1.17435

The net atomic charges from natural (NBO), expressed in e, are:
1 O -0.29
2 N -0.09
3 N -0.18
4 N 0.00
5 N -0.01
6 C -0.42
7 H 0.23
8 H 0.22
9 H 0.22
10 H 0.32

Q: Which of them is the most stable? A: #1.

#1
Molecular formula: H21O11
Method: DFT, ωB97M-V with the def2-TZVPD basis set

Summary:
- Lowest unoccupied orbital energy: 2.86 eV
- Highest occupied orbital energy: -0.22496 Eh
- Gap between HOMO and LUMO: 8.98 eV
- Total charge: -1

Cartesian coordinates (Å):
1 O 0.13897 0.34511 1.24337
2 O 2.95591 -1.61765 0.00729
3 O -3.55715 -0.74046 -2.33501
4 O 2.85578 0.35679 1.08336
5 O 1.17381 -3.20649 1.17573
6 O -0.93644 1.69298 -4.36486
7 O -3.55341 0.52675 0.58142
8 O -0.62843 2.61016 -0.02241
9 O -1.08241 -1.33835 2.21770
10 O 0.89156 -0.04479 -2.56097
11 O 1.66503 1.73122 2.74124
12 H 1.80377 -0.06358 -2.67395
13 H -0.97088 -0.25777 2.08020
14 H 0.44872 -3.14844 1.79480
15 H -4.22478 -1.46012 -2.64227
16 H 1.37315 -2.33443 0.75892
17 H -0.27129 1.27438 -3.71142
18 H 0.02242 1.90568 0.45055
19 H 2.00784 0.31448 0.63162
20 H 1.97664 1.27881 3.43655
21 H -3.06698 -0.21582 1.02082
22 H 0.69758 -0.41186 1.52884
23 H -2.90059 0.83905 -0.04155
24 H -3.51866 -1.16094 -1.51838
25 H 3.00628 1.33747 1.16630
26 H -1.78756 1.37065 -4.16797
27 H -1.66902 -1.58070 2.88183
28 H 3.30724 -2.44101 0.36889
29 H 0.95520 0.19709 -1.63813
30 H 3.76839 -1.07820 0.08465
31 H 1.00526 1.18179 2.06283
32 H -1.34862 1.93123 -0.00801

The net atomic charges from natural (NBO), expressed in e, are:
1 O -1.20
2 O -0.96
3 O -0.91
4 O -0.99
5 O -1.00
6 O -0.98
7 O -0.95
8 O -0.98
9 O -1.06
10 O -0.93
11 O -1.06
12 H 0.46
13 H 0.53
14 H 0.49
15 H 0.45
16 H 0.50
17 H 0.51
18 H 0.51
19 H 0.48
20 H 0.44
21 H 0.48
22 H 0.46
23 H 0.46
24 H 0.46
25 H 0.49
26 H 0.47
27 H 0.44
28 H 0.47
29 H 0.48
30 H 0.50
31 H 0.50
32 H 0.44

#2
Molecular formula: H21O11
Method: DFT, ωB97M-V with the def2-TZVPD basis set

Summary:
- Lowest unoccupied orbital energy: 2.80 eV
- Highest occupied orbital energy: -0.25637 Eh
- Gap between HOMO and LUMO: 9.78 eV
- Total charge: -1

Cartesian coordinates (Å):
1 O 2.28300 2.30900 -0.77500
2 O -1.01900 5.74100 -1.53900
3 O 0.72600 3.60900 -3.19200
4 O 2.28600 1.77100 1.96100
5 O -2.42200 3.00800 -1.44500
6 O 1.75700 4.48600 1.90900
7 O 1.67100 5.54300 -1.01600
8 O 0.51100 6.87100 1.09700
9 O -0.04000 3.56200 -0.40000
10 O -1.72300 3.43300 1.67300
11 O -0.58200 1.07400 0.14200
12 H -2.14800 2.10300 -1.46700
13 H 1.62900 3.60700 2.30700
14 H -0.99900 3.29300 1.03900
15 H 1.66200 3.64700 -3.10500
16 H 1.05600 4.88400 -0.82700
17 H -0.65200 4.94000 -1.10400
18 H 1.46000 2.79000 -0.66500
19 H -1.67400 6.03200 -0.93600
20 H 0.41200 6.38200 0.26800
21 H 0.39300 3.54000 -2.32400
22 H 2.73700 2.90500 -1.36800
23 H 2.65500 4.49600 1.43500
24 H 3.25800 1.65400 2.07200
25 H 2.21300 1.97100 1.04700
26 H -1.61500 3.32600 -1.00800
27 H 2.43300 5.09100 -0.84900
28 H -0.28000 1.98500 -0.05400
29 H -2.15900 2.57300 1.60500
30 H -0.92200 1.09800 0.97000
31 H -0.20100 7.59200 1.12300
32 H 0.33500 4.14000 0.32700

The net atomic charges from natural (NBO), expressed in e, are:
1 O -0.98
2 O -0.97
3 O -0.93
4 O -0.96
5 O -0.97
6 O -0.96
7 O -0.92
8 O -0.96
9 O -1.27
10 O -0.96
11 O -0.98
12 H 0.46
13 H 0.50
14 H 0.48
15 H 0.44
16 H 0.47
17 H 0.48
18 H 0.50
19 H 0.45
20 H 0.49
21 H 0.48
22 H 0.45
23 H 0.46
24 H 0.46
25 H 0.50
26 H 0.49
27 H 0.44
28 H 0.49
29 H 0.45
30 H 0.44
31 H 0.45
32 H 0.49

Q: Which of them is the most stable? A: #2.

#1
Molecular formula: H21O11
Method: DFT, ωB97M-V with the def2-TZVPD basis set

Summary:
- Lowest unoccupied orbital energy: 2.89 eV
- Highest occupied orbital energy: -0.22695 Eh
- Gap between HOMO and LUMO: 9.07 eV
- Total charge: -1

Cartesian coordinates (Å):
1 O -0.73042 -0.45347 -0.07491
2 O 3.58030 2.62143 1.78181
3 O -2.96012 0.70121 -2.68498
4 O 3.24624 -1.83258 -0.28574
5 O 0.96841 -2.64369 -1.73425
6 O 1.56180 0.89778 -1.46576
7 O 0.01687 3.60972 2.18746
8 O -0.68378 -4.28655 -0.66405
9 O -1.06844 2.07101 -0.61159
10 O -3.21576 1.29547 0.54408
11 O -0.47456 -1.89793 3.10061
12 H -1.53888 -0.66481 -0.49912
13 H 0.18674 4.47022 2.10993
14 H -0.86318 -2.27260 3.81806
15 H -1.39904 1.95246 -1.54845
16 H -2.54091 0.65631 0.95789
17 H 0.32458 -2.13204 -1.13383
18 H 0.71540 1.17285 -1.08383
19 H 1.88977 -2.35349 -1.52145
20 H 0.23076 3.14767 1.31645
21 H 3.05980 -0.95258 0.10875
22 H 2.67758 -2.55423 -0.16881
23 H -2.47023 1.32466 -0.16913
24 H 3.31120 1.69266 1.53849
25 H 0.13565 -4.06704 -1.22276
26 H 2.73998 3.05904 1.40854
27 H -1.05467 0.71068 -0.29314
28 H -3.76515 1.18283 -2.48521
29 H 1.36256 0.21585 -2.18408
30 H -1.16777 -1.86653 2.54560
31 H -0.96471 -3.44714 -0.13825
32 H -2.79366 0.06601 -2.09707

The net atomic charges from natural (NBO), expressed in e, are:
1 O -1.10
2 O -0.94
3 O -0.94
4 O -0.98
5 O -1.01
6 O -1.00
7 O -0.94
8 O -1.00
9 O -1.14
10 O -1.00
11 O -0.91
12 H 0.42
13 H 0.45
14 H 0.45
15 H 0.45
16 H 0.45
17 H 0.52
18 H 0.51
19 H 0.49
20 H 0.50
21 H 0.52
22 H 0.48
23 H 0.47
24 H 0.47
25 H 0.51
26 H 0.47
27 H 0.46
28 H 0.48
29 H 0.47
30 H 0.46
31 H 0.47
32 H 0.46

#2
Molecular formula: H21O11
Method: DFT, ωB97M-V with the def2-TZVPD basis set

Summary:
- Lowest unoccupied orbital energy: 2.28 eV
- Highest occupied orbital energy: -0.23222 Eh
- Gap between HOMO and LUMO: 8.60 eV
- Total charge: -1

Cartesian coordinates (Å):
1 O 3.18128 -0.10428 -1.29866
2 O -0.45072 3.28472 0.18234
3 O -2.85772 0.31572 0.67134
4 O 2.37828 0.42172 1.55834
5 O -0.54172 1.46872 2.55334
6 O -0.23672 0.60972 0.09434
7 O 0.63128 -1.10128 3.17834
8 O 0.24228 -3.16628 -1.43466
9 O 0.16828 -0.30828 -2.70966
10 O -0.47972 -2.19728 0.37634
11 O -2.31272 0.45172 -1.73866
12 H 0.28428 -0.29928 2.83834
13 H 0.10128 3.30172 0.98234
14 H 0.27128 2.01772 2.56034
15 H 2.29128 -0.01528 -1.88066
16 H -2.08972 1.28272 -1.87966
17 H -0.60172 0.11372 -2.47166
18 H -0.51172 1.39772 1.57834
19 H 0.41628 -1.74928 2.56234
20 H -0.49272 -2.61328 -0.46366
21 H 1.74528 0.67572 0.94934
22 H 0.45128 -3.53728 -2.30066
23 H -1.94072 0.27172 0.38934
24 H 3.50028 0.76372 -1.09966
25 H 0.02228 0.45672 -0.73766
26 H -1.91272 0.34272 -0.82766
27 H -2.59172 -0.06628 1.68734
28 H 1.97628 0.00872 2.33034
29 H -0.34872 2.43572 -0.11366
30 H 0.11528 -2.30928 -1.89466
31 H 0.00128 -0.72528 -3.74566
32 H -0.40872 -1.42828 0.10434

The net atomic charges from natural (NBO), expressed in e, are:
1 O -0.96
2 O -0.96
3 O -0.95
4 O -0.99
5 O -0.98
6 O -1.28
7 O -0.98
8 O -0.91
9 O -0.98
10 O -0.95
11 O -0.94
12 H 0.49
13 H 0.45
14 H 0.45
15 H 0.49
16 H 0.45
17 H 0.49
18 H 0.51
19 H 0.49
20 H 0.45
21 H 0.49
22 H 0.46
23 H 0.45
24 H 0.47
25 H 0.43
26 H 0.48
27 H 0.46
28 H 0.48
29 H 0.49
30 H 0.49
31 H 0.48
32 H 0.44

Q: Which of them is the most stable? A: #1.